{"formula": "CH5IN", "method": "the ωB97M-V functional and the def2-TZVPD basis", "elements": ["I", "C", "N", "H", "H", "H", "H", "H"], "positions_angstrom": [[3.0918, 0.7181, -0.0573], [1.5693, -0.6153, -0.0614], [-1.7148, 0.5388, -0.0522], [-2.6981, 0.5948, -0.0237], [-1.3603, -0.4481, -0.2651], [0.6911, -0.2850, -0.5840], [1.4776, -1.5539, 0.3935], [-1.0566, 1.0507, 0.6503]], "forces_ev_per_a": [[-1.5, -1.8, 0.2], [1.2, 2.9, -0.7], [4.7, -1.1, 0.2], [-0.9, 0.3, 0.7], [-1.2, 2.1, 0.7], [-0.3, 0.3, -0.4], [0.7, -1.4, 0.9], [-2.6, -1.3, -1.6]], "e_lumo_ev": -8.4, "molar_mass_g_mol": 158.0, "multiplicity": 1, "e_tot_ev": -10697.9316, "orbital_gap_ev": 4.850, "charge": 1}

---

{"formula": "CH5IN2", "method": "the ωB97M-V functional and the def2-TZVPD basis", "elements": ["N", "H", "H", "H", "H", "I", "N", "H", "C"], "positions_angstrom": [[0.8699, -1.4260, -0.0498], [0.0539, 0.6285, -1.0407], [-0.9766, -0.7436, 1.0370], [-0.4717, 1.9772, -0.0707], [1.1411, -1.4625, 0.9216], [2.2974, -0.5259, -0.9910], [-0.3808, 0.1396, 0.9135], [-1.7661, 0.5641, -0.5048], [-0.7671, 0.8486, -0.2150]], "forces_ev_per_a": [[-2.3, 0.6, 1.9], [-1.6, 0.4, 0.7], [0.7, 1.8, -0.3], [-1.4, -1.8, -0.1], [0.5, -0.3, 0.4], [0.8, 0.7, -0.7], [1.2, -4.1, -0.1], [-0.3, 0.6, -0.8], [2.3, 2.0, -1.0]], "e_lumo_ev": -1.1, "molar_mass_g_mol": 172.0, "multiplicity": 1, "e_tot_ev": -12194.0637, "orbital_gap_ev": 7.684}

---

{"formula": "CH5INO", "method": "the ωB97M-V functional and the def2-TZVPD basis", "elements": ["C", "H", "H", "H", "I", "N", "H", "O", "H"], "positions_angstrom": [[0.8355, 0.2208, -0.0707], [-3.3673, 0.8509, 1.3134], [1.7051, 1.3661, 1.0535], [0.0219, -0.9804, -1.3209], [-3.2492, -0.1479, 0.1094], [0.8236, -0.8894, -0.7330], [-0.0726, 0.8009, -0.3144], [1.8401, 0.4032, 0.6692], [1.4629, -1.6243, -0.7066]], "forces_ev_per_a": [[-1.0, -2.4, -2.1], [-0.6, 3.9, 4.7], [1.1, -2.5, -0.4], [-0.5, -0.6, -0.5], [0.7, -3.9, -4.7], [-2.0, 1.3, -0.5], [0.8, 0.7, 0.9], [-0.1, 4.7, 2.4], [1.5, -1.2, 0.3]], "e_lumo_ev": [-4.5, -7.6], "molar_mass_g_mol": 174.0, "multiplicity": 3, "e_tot_ev": -12743.3437, "orbital_gap_ev": [3.687, 6.943], "charge": 1, "s_squared": 2.00}

---

{"formula": "CH5INP", "method": "the ωB97M-V functional and the def2-TZVPD basis", "elements": ["H", "P", "I", "H", "H", "H", "C", "H", "N"], "positions_angstrom": [[-0.9602, 1.8231, -0.6221], [-0.0007, -1.2741, 1.4653], [-0.6551, 0.3495, 3.1343], [-2.4712, 0.8565, -1.0573], [-0.8117, 0.3241, -1.6867], [2.1805, -0.6180, 2.0775], [-1.4125, 0.9810, -1.0950], [2.1201, -2.1494, 1.3755], [1.6187, -1.4355, 1.8801]], "forces_ev_per_a": [[0.2, 0.3, 0.2], [-0.4, -0.1, -0.2], [0.0, 0.1, 0.1], [-0.4, -0.1, 0.1], [0.1, -0.2, -0.2], [0.0, -0.1, 0.0], [0.2, -0.1, 0.0], [0.1, -0.1, 0.0], [0.2, 0.2, 0.0]], "e_lumo_ev": [-0.4, 0.2], "molar_mass_g_mol": 188.9, "multiplicity": 1, "e_tot_ev": -19995.4282, "orbital_gap_ev": [8.258, 7.521]}

---

{"formula": "CH5INP", "method": "the ωB97M-V functional and the def2-TZVPD basis", "elements": ["H", "I", "P", "C", "N", "H", "H", "H", "H"], "positions_angstrom": [[-0.9358, -1.1909, -0.2613], [1.3757, 0.0240, -2.3165], [0.3318, 0.9003, -0.2837], [-1.1979, -0.1332, -0.2667], [1.1956, -0.0259, 0.8611], [2.1162, 0.3547, 1.0518], [-1.7779, 0.1067, 0.6253], [0.6925, -0.1346, 1.7332], [-1.8003, 0.0990, -1.1433]], "forces_ev_per_a": [[0.0, 0.0, 0.0], [0.1, -0.1, -0.3], [-0.5, 0.1, 0.0], [0.3, 0.1, -0.1], [0.3, 0.0, 0.3], [-0.1, 0.0, 0.1], [0.0, 0.1, 0.1], [0.0, -0.1, 0.0], [0.0, 0.0, 0.0]], "e_lumo_ev": 0.5, "molar_mass_g_mol": 188.9, "multiplicity": 1, "e_tot_ev": -19998.4277, "orbital_gap_ev": 8.939}

---

{"formula": "CH5INP", "method": "the ωB97M-V functional and the def2-TZVPD basis", "elements": ["I", "H", "H", "C", "N", "H", "H", "H", "P"], "positions_angstrom": [[-1.5476, 1.1391, -1.4868], [1.5195, 0.4003, -0.6101], [-0.2781, 1.4301, 1.2184], [-0.3721, -0.5462, -0.7841], [1.0349, -0.1309, 0.0306], [-0.9790, -1.0383, -0.0493], [-0.0817, -0.4536, 1.7512], [-0.1159, -1.3687, -1.5951], [0.8200, 0.5682, 1.5252]], "forces_ev_per_a": [[0.6, -0.7, 0.0], [1.6, 1.3, -1.6], [0.1, 0.3, 0.3], [3.4, -0.8, 0.2], [-3.9, -2.5, -2.6], [-0.3, 0.0, 0.4], [-0.5, -0.4, 1.3], [-0.4, 2.3, 1.3], [-0.6, 0.5, 0.7]], "e_lumo_ev": 0.2, "molar_mass_g_mol": 188.9, "multiplicity": 1, "e_tot_ev": -19995.9688, "orbital_gap_ev": 9.588}

---

{"formula": "CH5N2", "method": "the ωB97M-V functional and the def2-TZVPD basis", "elements": ["H", "N", "H", "N", "C", "H", "H", "H"], "positions_angstrom": [[0.6349, 1.5501, 0.2856], [1.5311, -0.1733, -0.0952], [-1.2835, 0.1047, 0.8795], [-0.9195, -0.0582, -0.0071], [0.5172, 0.4330, 0.0812], [1.7373, -1.2322, -0.1311], [-1.1154, -1.0707, -0.1921], [-1.1019, 0.4465, -0.8207]], "forces_ev_per_a": [[-0.8, -1.6, -0.1], [7.7, -9.7, -2.7], [-1.7, 1.2, 1.6], [3.3, -2.6, -0.9], [-7.6, 8.0, 3.0], [0.7, 2.5, 0.5], [0.8, 0.8, -0.1], [-2.3, 1.4, -1.3]], "e_lumo_ev": [-4.0, -8.0], "molar_mass_g_mol": 45.1, "multiplicity": 3, "e_tot_ev": -4084.8371, "orbital_gap_ev": [7.196, 9.660], "charge": 1, "s_squared": 2.01}

---

{"formula": "CH5N2O", "method": "the ωB97M-V functional and the def2-TZVPD basis", "elements": ["H", "N", "H", "H", "N", "O", "H", "C", "H"], "positions_angstrom": [[1.8436, 0.7945, 0.0281], [-1.0499, -1.3603, -0.1067], [-1.7624, -1.4671, 0.6156], [-1.9963, 0.3908, 0.0466], [-0.0166, 0.7697, -0.6101], [2.1711, 0.4869, 0.9063], [1.4389, -0.1731, 0.9167], [-1.0087, -0.0367, -0.2668], [0.3802, 0.5952, -1.5297]], "forces_ev_per_a": [[0.3, 0.5, 0.6], [0.8, 0.9, 0.2], [-0.5, -0.5, -0.7], [0.6, 0.7, 0.4], [-1.0, 0.9, -1.5], [-0.5, -0.8, -0.8], [0.6, 0.3, 0.7], [-0.4, -1.4, 0.9], [0.3, -0.6, 0.2]], "e_lumo_ev": 5.0, "molar_mass_g_mol": 61.1, "multiplicity": 1, "e_tot_ev": -6145.0369, "orbital_gap_ev": 7.808, "charge": -1}